Below is the molecule C4H9FN2S at a distorted geometry, with properties calculated with ωB97M-V/def2-TZVPD.

The geometry in XYZ format:
```
17
Properties=species:S:1:pos:R:3:forces:R:3:lowdin_charge:R:1
C -0.055 -0.533 1.270 1.49 0.45 -0.36 -0.014
C -0.124 0.052 -0.097 0.65 0.28 -0.68 -0.503
F -0.391 -1.007 -1.007 -0.15 0.40 0.14 -0.047
C -1.193 1.134 -0.167 0.51 0.18 -0.60 -0.210
N -2.442 1.009 -0.305 -0.18 -0.30 0.15 -0.351
S -3.339 -0.441 -0.389 -0.17 0.90 0.06 0.744
C 1.237 0.652 -0.559 -0.27 -0.57 0.21 -0.212
N 2.339 -0.303 -0.670 -0.35 -0.16 0.07 0.015
H -0.943 -0.938 1.589 -2.47 -0.67 0.67 0.051
H 0.626 -1.356 1.307 0.84 -0.41 -0.09 0.084
H 0.254 0.226 1.962 0.21 0.40 0.50 0.099
H -0.766 2.173 -0.146 -0.63 -0.82 0.10 0.135
H -2.437 -1.411 -0.482 0.45 -0.23 0.00 -0.163
H 1.504 1.448 0.147 0.04 -0.07 -0.22 0.123
H 1.080 1.087 -1.546 -0.03 0.16 0.01 0.119
H 2.018 -1.145 -1.140 -0.04 0.23 -0.29 0.071
H 2.632 -0.647 0.233 0.11 0.24 0.32 0.059
```
Forces are in eV/Å.

## Properties
- Lowest unoccupied orbital energy: 0.7517 eV
- HOMO-LUMO gap: 9.91 eV
- HOMO: -9.16 eV
- SMILES string: C[C@@](F)(/C=N\S)CN

---

Below is the molecule C4H9FN2S at a distorted geometry, with properties calculated with ωB97M-V/def2-TZVPD.

The geometry in XYZ format:
```
17
Properties=species:S:1:pos:R:3:forces:R:3:lowdin_charge:R:1
H -1.554 3.208 -0.749 -1.11 -1.48 0.99 0.034
N -2.199 2.589 -0.160 2.40 -3.55 -0.65 0.013
C -1.744 1.297 -0.133 2.16 6.44 -3.94 -0.790
N -2.058 0.403 0.719 -3.90 -2.57 4.79 0.021
S -0.265 0.711 -1.201 -0.31 0.38 1.11 0.881
C 0.797 -0.302 0.093 -3.46 2.90 -0.01 -0.621
C 2.207 -0.182 -0.162 3.11 3.74 -2.92 -0.149
C 0.374 -1.659 -0.087 2.23 -2.90 -0.31 -0.316
F -0.908 -2.040 0.234 -0.01 0.21 -0.52 -0.035
H -2.201 -0.649 0.473 0.49 2.89 0.71 0.144
H -2.654 0.915 1.512 1.25 -2.16 -2.13 0.178
H 0.457 0.114 1.004 -0.12 0.44 1.20 0.093
H 2.817 -0.924 0.248 0.68 -1.65 0.55 0.058
H 2.363 -0.133 -1.303 0.05 -0.51 1.54 0.107
H 2.780 0.782 0.155 -1.69 -1.30 -0.24 0.126
H 0.719 -1.814 -1.114 -1.23 -0.93 -0.43 0.119
H 1.068 -2.317 0.470 -0.54 0.05 0.28 0.138
```
Forces are in eV/Å.

## Properties
- Lowest unoccupied orbital energy: 0.7669 eV
- HOMO-LUMO gap: 9.59 eV
- HOMO: -8.82 eV
- SMILES string: [H]/N=C(/N)S[C@H](C)CF

---

Below is the ion C4H9FN3 with charge +1 at a distorted geometry, with properties calculated with ωB97M-V/def2-TZVPD.

The geometry in XYZ format:
```
17
Properties=species:S:1:pos:R:3:forces:R:3:lowdin_charge:R:1
C 0.757 -1.120 -1.896 -0.63 -1.45 -1.56 0.007
C 0.468 -0.777 -0.515 -1.13 -1.45 1.84 -0.213
N -0.836 -0.200 -0.206 -0.58 -0.21 -0.96 0.053
C -1.796 -0.254 0.838 0.63 -1.42 1.09 -0.078
N -1.331 -0.355 2.020 2.57 1.03 -1.86 0.058
F -2.104 -0.164 3.052 -1.99 -0.33 0.97 0.033
N 0.344 0.621 -0.216 0.04 -0.56 2.14 -0.031
C 0.978 1.405 0.841 -5.26 0.54 1.53 0.067
H 1.383 -2.006 -2.109 -0.20 0.68 0.47 0.120
H 1.135 -0.238 -2.308 1.48 1.12 -1.05 0.074
H -0.157 -1.204 -2.489 -0.20 -0.45 0.34 0.113
H 0.853 -1.385 0.305 0.36 0.42 -0.07 0.182
H -2.791 -0.448 0.469 -0.47 0.65 0.23 0.143
H 0.190 1.186 -0.975 0.11 1.63 -2.68 0.153
H 0.998 0.858 1.755 1.05 -0.51 0.45 0.094
H 1.737 1.884 0.370 2.95 1.08 -0.63 0.079
H 0.172 2.195 1.062 1.27 -0.78 -0.24 0.147
```
Forces are in eV/Å.

## Properties
- Lowest unoccupied orbital energy: -3.9308 eV
- HOMO-LUMO gap: 11.17 eV
- HOMO: -15.10 eV
- Charge: +1
- SMILES string: C[C@@H]1N(/C=N/F)[N@H+]1C

---

Below is a structure of composition C4H9FeMgO4 at a distorted geometry, with properties calculated with ωB97M-V/def2-TZVPD.

The geometry in XYZ format:
```
19
Properties=species:S:1:pos:R:3:forces:R:3:lowdin_charge:R:1
O -0.987 -1.687 2.370 1.52 -2.07 0.36 -0.503
Fe -2.542 -0.546 2.507 -1.54 -0.14 0.80 0.703
O -2.055 0.167 0.841 0.76 0.68 0.09 -0.472
C -2.394 0.205 -0.497 -0.41 -0.20 -1.21 -0.366
O -1.280 0.404 -1.337 -0.03 0.36 0.16 -0.168
C -0.236 -0.596 -1.202 0.37 -0.17 0.30 -0.269
C 1.092 0.102 -1.207 -0.24 -0.06 -0.91 -0.234
O 1.394 0.463 0.176 -0.16 -0.15 0.79 -0.305
C 2.590 1.176 0.391 0.37 0.32 -0.02 -0.086
Mg -0.175 -0.565 1.008 -0.33 -0.46 -1.21 0.755
H -3.085 1.042 -0.705 0.29 -0.25 0.06 0.131
H -2.874 -0.750 -0.801 0.03 0.27 0.27 0.130
H -0.297 -1.305 -2.041 0.00 0.14 0.29 0.089
H -0.860 -2.671 2.482 -0.32 1.87 -0.04 0.046
H 1.116 1.041 -1.789 0.00 -0.16 0.20 0.131
H 1.893 -0.567 -1.560 -0.20 0.13 0.11 0.126
H 2.689 1.350 1.468 0.02 -0.02 -0.27 0.095
H 3.455 0.596 0.031 -0.20 0.16 0.09 0.098
H 2.556 2.142 -0.135 0.06 -0.24 0.15 0.100
```
Forces are in eV/Å.

## Properties
- 2S+1: 6
- Lowest unoccupied orbital energy (spin up / spin down): 0.0431 / -0.3792 eV
- HOMO-LUMO gap (spin up / spin down): 6.06 / 7.30 eV
- HOMO (spin up / spin down): -6.02 / -7.68 eV

---

Below is a structure of composition C4H9IO2 at a distorted geometry, with properties calculated with ωB97M-V/def2-TZVPD.

The geometry in XYZ format:
```
16
Properties=species:S:1:pos:R:3:forces:R:3:lowdin_charge:R:1
C 1.139 1.397 1.208 0.88 1.06 0.05 -0.077
C -1.769 -1.228 -1.152 3.36 1.00 -0.97 -0.024
C 0.851 -0.088 1.246 2.81 -0.64 -2.89 -0.263
C -0.246 -0.440 -0.811 -3.17 -3.00 -2.71 -1.051
O -0.094 0.790 -1.375 -2.25 2.37 1.52 -0.141
O -0.259 -0.497 0.498 -0.68 0.11 1.42 -0.150
I 1.320 -1.471 -1.863 0.58 -0.79 -0.10 0.897
H 1.345 1.854 0.200 0.00 -0.68 1.13 0.088
H 0.276 1.905 1.655 -0.04 0.04 -0.27 0.079
H 1.971 1.637 1.929 -0.56 -0.33 -0.89 0.095
H -1.919 -1.327 -2.238 0.11 0.57 0.27 0.054
H -2.446 -0.488 -0.720 -0.41 -0.85 0.27 0.064
H -1.676 -2.287 -0.834 -0.46 1.03 0.71 0.070
H 0.545 -0.281 2.197 -0.33 -1.02 2.83 0.086
H 1.709 -0.820 0.873 -1.24 1.79 1.12 0.115
H -0.748 1.344 -0.814 1.41 -0.67 -1.50 0.159
```
Forces are in eV/Å.

## Properties
- Lowest unoccupied orbital energy: 0.5960 eV
- HOMO-LUMO gap: 9.80 eV
- HOMO: -9.21 eV

---

Below is a structure of composition C4H9ISi at a distorted geometry, with properties calculated with ωB97M-V/def2-TZVPD.

The geometry in XYZ format:
```
15
Properties=species:S:1:pos:R:3:forces:R:3:lowdin_charge:R:1
C 1.390 1.981 0.457 -1.18 0.52 0.77 -0.134
C 0.083 1.957 0.251 -1.91 -2.80 -1.92 -0.180
C -0.471 -1.156 1.427 0.46 -1.16 1.81 -0.303
C -0.636 -0.854 -1.772 1.79 -0.51 0.02 -0.291
Si -0.924 -0.140 -0.057 -0.09 3.22 0.44 0.212
I -3.422 0.171 -0.013 0.50 0.07 0.09 0.349
H 1.684 2.962 0.653 1.32 1.62 -0.11 0.017
H 2.104 1.247 0.739 0.09 -1.02 -0.07 0.033
H -0.428 2.924 -0.068 0.39 -1.50 0.79 0.054
H -0.552 -2.275 1.197 -0.17 1.49 0.43 0.051
H 0.605 -0.999 1.664 -0.41 -0.04 -0.38 0.018
H -0.965 -0.906 2.462 0.46 -0.43 -2.30 0.073
H -1.528 -1.294 -2.224 0.12 -0.02 0.31 0.005
H -0.286 -0.033 -2.449 -0.11 -0.77 0.56 0.037
H 0.190 -1.664 -1.666 -1.26 1.33 -0.46 0.059
```
Forces are in eV/Å.

## Properties
- Lowest unoccupied orbital energy: 0.7661 eV
- HOMO-LUMO gap: 9.87 eV
- HOMO: -9.11 eV

---

Below is a structure of composition C4H9LuO3 at a distorted geometry, with properties calculated with ωB97M-V/def2-TZVPD.

The geometry in XYZ format:
```
17
Properties=species:S:1:pos:R:3:forces:R:3:lowdin_charge:R:1
H -0.026 1.227 1.704 -2.51 -2.34 0.96 0.171
C -0.197 1.226 -2.427 0.16 0.61 -0.73 -0.068
O 0.203 0.481 -1.280 -2.49 -3.16 0.18 -0.427
C 1.376 0.872 -0.633 0.98 1.26 -0.77 -0.279
C 1.218 1.828 0.391 0.90 -0.59 1.33 -0.094
H -1.235 0.947 -2.638 0.13 0.02 -0.24 0.073
H -0.170 2.306 -2.233 0.04 -0.30 0.19 0.112
H 0.479 0.983 -3.258 -0.37 0.07 0.10 0.109
H 2.153 1.081 -1.378 -0.20 -0.34 -0.26 0.116
H 1.134 -0.414 1.045 -3.88 -1.65 1.50 0.258
H 1.626 1.332 1.278 -0.15 0.89 0.83 0.039
H 1.702 2.792 0.223 0.14 -0.09 0.18 0.063
O 0.062 -0.937 1.548 4.15 -0.61 -3.76 -0.298
C -0.801 0.027 2.084 2.78 4.76 0.99 -0.563
O -1.974 -0.053 1.500 -1.09 -1.98 -3.38 -0.322
Lu -1.358 -1.121 -0.347 1.36 3.27 3.34 1.976
H -0.834 -0.079 3.185 0.04 0.16 -0.45 0.134
```
Forces are in eV/Å.

## Properties
- 2S+1: 2
- Lowest unoccupied orbital energy (spin up / spin down): -6.4813 / -6.4657 eV
- HOMO-LUMO gap (spin up / spin down): 3.82 / 3.79 eV
- HOMO (spin up / spin down): -10.30 / -10.26 eV
- Charge: +1

---

Below is a structure of composition C4H9MgO4Zn at a distorted geometry, with properties calculated with ωB97M-V/def2-TZVPD.

The geometry in XYZ format:
```
19
Properties=species:S:1:pos:R:3:forces:R:3:lowdin_charge:R:1
O -2.217 -1.215 -1.276 0.63 1.28 -3.76 -0.584
Mg -3.661 -0.998 0.087 0.70 0.59 -0.49 0.728
O -2.270 0.244 0.783 -0.17 -0.81 1.06 -0.467
C -1.781 1.528 0.706 0.09 0.91 -0.43 -0.389
O -0.385 1.590 0.480 0.13 0.28 0.80 -0.191
C 0.084 0.937 -0.728 0.42 -0.88 0.49 -0.260
C 1.433 0.352 -0.415 0.09 1.15 -0.42 -0.237
O 1.212 -0.909 0.276 -0.12 -0.57 0.24 -0.312
C 2.360 -1.602 0.711 0.41 -0.20 0.31 -0.084
Zn -0.780 -0.959 0.117 -0.77 1.75 -1.88 0.797
H -1.994 2.051 1.655 0.38 0.06 -0.33 0.124
H -2.235 2.089 -0.138 -0.27 -0.27 0.27 0.124
H 0.177 1.677 -1.536 -0.17 -0.29 0.03 0.087
H -1.935 -0.536 -2.126 -1.08 -2.92 4.01 0.124
H 2.046 0.978 0.257 -0.04 -0.24 -0.01 0.126
H 1.996 0.137 -1.337 -0.17 0.08 0.20 0.124
H 2.033 -2.561 1.129 0.13 0.23 -0.08 0.093
H 3.042 -1.786 -0.133 -0.17 0.06 0.22 0.098
H 2.874 -1.017 1.488 -0.04 -0.21 -0.21 0.098
```
Forces are in eV/Å.

## Properties
- 2S+1: 2
- Lowest unoccupied orbital energy (spin up / spin down): -0.3094 / -0.8028 eV
- HOMO-LUMO gap (spin up / spin down): 5.83 / 6.24 eV
- HOMO (spin up / spin down): -6.14 / -7.05 eV

---

Below is the molecule C4H9N at a distorted geometry, with properties calculated with ωB97M-V/def2-TZVPD.

The geometry in XYZ format:
```
14
Properties=species:S:1:pos:R:3:forces:R:3:lowdin_charge:R:1
C 1.830 0.947 0.014 0.04 -0.17 -0.07 -0.116
C 0.352 0.818 -0.112 -1.83 1.97 0.49 -0.173
C -0.439 -0.237 0.042 1.27 -1.33 -0.17 -0.414
C -1.940 -0.199 0.005 0.17 -0.04 0.10 -0.061
N 0.172 -1.528 0.262 -0.85 0.31 -0.26 0.066
H 2.086 1.942 0.393 0.02 -0.17 -0.15 0.070
H 2.302 0.816 -0.963 0.24 0.05 0.07 0.071
H 2.250 0.215 0.709 -0.01 -0.03 -0.08 0.069
H -0.247 1.767 -0.173 0.87 -0.75 -0.17 0.108
H -2.314 -0.826 -0.810 -0.03 0.01 0.09 0.076
H -2.322 0.816 -0.142 0.22 -0.19 0.02 0.076
H -2.348 -0.578 0.948 -0.01 -0.04 -0.10 0.080
H -0.446 -2.305 0.041 0.23 0.26 0.06 0.073
H 1.062 -1.647 -0.215 -0.32 0.12 0.17 0.075
```
Forces are in eV/Å.

## Properties
- Lowest unoccupied orbital energy: 1.0934 eV
- HOMO-LUMO gap: 9.09 eV
- HOMO: -8.00 eV
- SMILES string: C/C=C(/C)N

---

Below is a structure of composition C4H9N at a distorted geometry, with properties calculated with ωB97M-V/def2-TZVPD.

The geometry in XYZ format:
```
14
Properties=species:S:1:pos:R:3:forces:R:3:lowdin_charge:R:1
N -0.377 -0.200 0.454 0.21 0.90 -0.74 -0.141
C 0.052 0.219 -0.860 -1.69 1.44 -0.38 -0.340
C 1.534 0.504 -0.823 -0.97 -3.77 3.00 -0.073
C 2.021 -0.053 0.430 -2.05 -2.06 -0.56 0.044
C 0.760 -0.516 1.202 -0.41 0.87 0.40 -0.359
H -5.504 -0.335 -0.003 0.65 -0.18 0.43 0.002
H -0.507 1.223 -1.237 0.96 -2.23 0.46 0.132
H -0.035 -0.555 -1.672 -0.31 0.34 -0.02 0.095
H -6.086 -0.166 -0.395 -0.65 0.18 -0.43 -0.002
H 2.005 0.553 -1.736 1.90 1.18 -1.45 0.108
H 1.667 1.172 0.089 0.07 2.91 0.85 0.167
H 3.004 -0.163 0.844 0.58 0.40 -0.31 0.117
H 0.681 -0.064 2.249 0.62 -0.30 -0.80 0.124
H 0.785 -1.618 1.457 1.07 0.33 -0.43 0.128
```
Forces are in eV/Å.

## Properties
- Lowest unoccupied orbital energy: -0.7825 eV
- HOMO-LUMO gap: 5.26 eV
- HOMO: -6.04 eV

---

Energy above the lowest of the compared OMol25 structures with the same formula, charge and spin: 29.5 53.3 135.1 0.0 20.2 21.3 175.4 21.1 4.4 162.1 (kcal/mol)